[1]
{"formula": "C30H44N9OP2Pd", "method": "ωB97M-V with the def2-TZVPD basis set", "orbital_gap_ev": [7.6, 7.5], "max_force_ev_per_a": 1.57, "charge": 1, "homo_ev": [-9.514, -9.482], "species": ["Pd", "C", "N", "C", "C", "N", "C", "P", "C", "N", "C", "C", "N", "C", "C", "N", "C", "C", "N", "C", "H", "H", "H", "H", "H", "H", "H", "H", "H", "H", "H", "H", "H", "H", "H", "C", "C", "C", "C", "C", "C", "H", "H", "H", "H", "H", "O", "P", "N", "C", "C", "C", "C", "N", "C", "C", "C", "C", "N", "C", "C", "C", "C", "H", "H", "H", "H", "H", "H", "H", "H", "H", "H", "H", "H", "H", "H", "H", "H", "H", "H", "H", "H", "H", "H", "H", "H"], "positions_angstrom": [[0.651, -0.423, -0.210], [4.259, 4.108, 0.595], [3.064, 3.464, 0.064], [1.946, 4.101, -0.402], [1.087, 3.120, -0.810], [1.659, 1.899, -0.598], [2.848, 2.125, -0.072], [4.128, 0.865, 0.233], [3.755, -0.180, -1.214], [2.552, -0.542, -1.601], [2.719, -1.302, -2.724], [4.050, -1.397, -3.019], [4.704, -0.681, -2.056], [6.149, -0.521, -1.948], [3.298, -0.177, 1.480], [2.010, -0.456, 1.573], [1.881, -1.363, 2.591], [3.105, -1.620, 3.130], [3.999, -0.859, 2.426], [5.446, -0.864, 2.610], [4.058, 5.166, 0.732], [5.098, 3.995, -0.089], [4.526, 3.677, 1.557], [1.860, 5.175, -0.406], [0.098, 3.204, -1.231], [1.875, -1.710, -3.256], [4.571, -1.899, -3.817], [6.609, -0.852, -2.874], [6.549, -1.117, -1.129], [6.407, 0.522, -1.781], [0.925, -1.777, 2.866], [3.405, -2.252, 3.948], [5.677, -1.287, 3.583], [5.834, 0.150, 2.565], [5.933, -1.463, 1.842], [-0.348, -5.169, -0.118], [0.814, -4.700, -0.714], [1.107, -3.340, -0.714], [0.239, -2.431, -0.125], [-0.915, -2.906, 0.482], [-1.211, -4.265, 0.487], [-0.572, -6.229, -0.115], [1.503, -5.396, -1.179], [2.028, -3.009, -1.172], [-1.603, -2.227, 0.961], [-2.117, -4.618, 0.967], [-0.960, 0.324, -1.601], [-2.055, 0.391, -0.575], [-2.817, 1.853, -0.734], [-3.868, 2.380, 0.148], [-4.329, 3.635, -0.582], [-4.292, 3.186, -2.043], [-3.009, 2.360, -2.121], [-3.053, -0.890, -0.786], [-4.302, -1.246, -0.093], [-5.074, -2.055, -1.130], [-3.953, -2.795, -1.859], [-2.873, -1.730, -2.001], [-1.494, 0.386, 1.034], [-2.307, -0.138, 2.179], [-2.186, 0.892, 3.296], [-0.839, 1.541, 3.017], [-0.854, 1.662, 1.502], [-3.475, 2.589, 1.144], [-4.713, 1.692, 0.253], [-3.615, 4.446, -0.419], [-5.313, 3.967, -0.256], [-4.293, 4.015, -2.749], [-5.159, 2.555, -2.252], [-2.154, 2.975, -2.407], [-3.078, 1.546, -2.843], [-4.849, -0.367, 0.245], [-4.095, -1.881, 0.774], [-5.603, -1.392, -1.817], [-5.798, -2.720, -0.661], [-4.260, -3.191, -2.825], [-3.590, -3.620, -1.243], [-3.039, -1.140, -2.905], [-1.867, -2.142, -2.041], [-1.888, -1.092, 2.503], [-3.345, -0.297, 1.912], [-2.260, 0.433, 4.282], [-2.978, 1.640, 3.207], [-0.019, 0.890, 3.329], [-0.721, 2.510, 3.501], [0.145, 1.758, 1.101], [-1.434, 2.534, 1.196]], "forces_ev_per_a": [[1.049, -1.106, -0.385], [0.018, -0.031, -0.043], [0.097, 0.011, 0.052], [-0.014, 0.021, -0.029], [-0.004, -0.114, -0.027], [-0.373, -0.213, 0.382], [-0.001, -0.038, -0.106], [-0.200, -0.074, -0.054], [0.164, 0.026, -0.052], [0.342, -0.561, -0.520], [0.027, 0.216, -0.061], [-0.049, 0.001, -0.005], [0.181, 0.071, 0.011], [-0.049, -0.017, 0.019], [0.144, 0.093, 0.123], [-0.070, -0.455, 0.040], [-0.125, 0.083, 0.032], [0.037, 0.026, 0.072], [0.130, 0.015, -0.018], [-0.082, 0.006, 0.011], [-0.050, 0.010, -0.013], [-0.015, -0.007, -0.032], [-0.029, -0.008, 0.013], [0.041, -0.054, 0.012], [0.037, 0.019, 0.034], [0.047, -0.017, 0.021], [0.018, 0.041, 0.043], [-0.029, 0.006, -0.025], [-0.022, -0.033, 0.009], [-0.029, 0.025, -0.021], [0.027, 0.021, -0.033], [0.027, 0.012, -0.063], [-0.042, 0.004, 0.009], [-0.010, 0.041, 0.012], [-0.018, -0.041, -0.016], [0.001, 0.025, 0.012], [-0.072, -0.017, 0.048], [0.187, 0.013, -0.009], [0.126, 1.405, 0.043], [-0.075, 0.013, 0.133], [0.107, -0.046, -0.053], [-0.004, 0.029, -0.010], [-0.012, 0.037, 0.010], [-0.030, -0.006, 0.034], [0.003, 0.011, -0.073], [0.015, 0.022, 0.002], [-0.434, -0.052, 0.465], [-0.151, 0.411, 0.574], [-0.119, -0.016, -0.414], [0.065, -0.001, -0.015], [0.004, -0.028, -0.063], [0.036, 0.003, 0.076], [-0.056, 0.066, 0.137], [0.043, -0.158, -0.133], [0.018, -0.058, -0.159], [0.073, -0.060, 0.008], [-0.075, 0.065, 0.056], [-0.049, -0.087, 0.023], [-0.924, 0.866, 0.012], [0.095, -0.089, -0.123], [0.043, 0.061, -0.043], [-0.022, -0.048, -0.048], [-0.006, -0.243, 0.143], [-0.021, -0.021, 0.005], [0.016, -0.004, 0.011], [-0.017, -0.007, 0.022], [0.011, 0.019, 0.008], [-0.024, -0.019, -0.014], [0.006, 0.024, -0.027], [0.023, -0.003, -0.003], [-0.012, -0.018, 0.014], [-0.002, 0.007, 0.012], [0.010, 0.009, 0.035], [0.000, 0.018, 0.007], [-0.039, 0.012, -0.031], [0.016, -0.034, 0.010], [0.014, -0.001, -0.026], [0.047, 0.043, 0.018], [0.012, -0.007, 0.021], [-0.014, -0.045, 0.020], [-0.031, -0.046, -0.035], [-0.019, 0.001, -0.016], [-0.003, -0.034, 0.046], [-0.008, 0.000, 0.021], [0.036, 0.001, 0.006], [0.043, -0.016, -0.053], [0.001, 0.026, -0.076]], "mulliken_charge": [0.088, -0.860, 0.202, -0.452, -0.654, 0.335, -0.379, -0.280, -0.141, 0.619, -1.251, -0.285, 0.209, -0.823, -0.251, 0.918, -0.955, -0.686, 0.114, -0.881, 0.337, 0.319, 0.331, 0.447, 0.389, 0.569, 0.459, 0.324, 0.284, 0.341, 0.527, 0.465, 0.324, 0.368, 0.300, -0.776, -0.748, -0.112, 0.409, 0.544, -0.751, 0.391, 0.429, 0.393, 0.070, 0.478, -1.140, -0.783, 1.110, 0.014, -0.788, -0.769, -0.351, 0.597, -0.339, -0.874, -0.557, -0.372, 0.716, -0.413, -0.845, -0.807, 0.411, -0.061, 0.128, 0.318, 0.393, 0.406, 0.285, 0.264, 0.251, 0.058, 0.328, 0.315, 0.400, 0.412, 0.138, 0.500, 0.020, 0.328, -0.020, 0.450, 0.283, 0.145, 0.461, -0.919, 0.611]}



[2]
{"formula": "C30H45BBeF4N3O5", "method": "ωB97M-V with the def2-TZVPD basis set", "orbital_gap_ev": 6.1, "max_force_ev_per_a": 2.14, "charge": 1, "homo_ev": -10.841, "species": ["Be", "B", "F", "F", "F", "F", "N", "C", "C", "C", "C", "C", "H", "H", "H", "H", "H", "N", "C", "C", "C", "C", "C", "H", "H", "H", "H", "H", "N", "C", "C", "C", "C", "C", "H", "H", "H", "H", "H", "C", "C", "O", "C", "H", "H", "H", "H", "H", "H", "C", "C", "O", "C", "H", "H", "H", "H", "H", "H", "C", "C", "O", "C", "H", "H", "H", "H", "H", "H", "C", "C", "O", "C", "H", "H", "H", "H", "H", "H", "C", "C", "O", "C", "H", "H", "H", "H", "H", "H"], "positions_angstrom": [[-10.496, 16.328, -7.112], [-9.061, 13.843, -7.149], [-8.346, 14.967, -7.646], [-9.352, 13.963, -5.794], [-10.267, 13.915, -7.855], [-8.374, 12.672, -7.369], [-12.108, 15.562, -5.301], [-12.817, 16.482, -4.634], [-13.603, 16.137, -3.554], [-13.793, 14.821, -3.177], [-13.093, 13.876, -3.918], [-12.213, 14.280, -4.910], [-12.815, 17.521, -4.931], [-14.148, 16.932, -3.061], [-14.296, 14.502, -2.275], [-13.142, 12.832, -3.640], [-11.532, 13.635, -5.448], [-4.565, 14.317, -4.576], [-5.650, 13.703, -5.079], [-5.687, 12.325, -5.308], [-4.500, 11.630, -5.059], [-3.385, 12.224, -4.538], [-3.469, 13.592, -4.343], [-6.474, 14.290, -5.460], [-6.529, 11.802, -5.735], [-4.574, 10.550, -5.127], [-2.511, 11.636, -4.303], [-2.576, 14.167, -4.126], [-10.327, 16.176, -9.691], [-9.223, 15.931, -10.414], [-9.088, 16.305, -11.738], [-10.130, 16.915, -12.390], [-11.259, 17.274, -11.640], [-11.308, 16.857, -10.320], [-8.449, 15.368, -9.909], [-8.212, 15.971, -12.277], [-10.100, 16.891, -13.471], [-12.119, 17.789, -12.043], [-12.214, 17.081, -9.777], [-7.643, 16.635, -4.365], [-8.822, 17.537, -4.209], [-9.751, 17.381, -4.993], [-8.846, 18.607, -3.169], [-7.118, 16.442, -3.430], [-6.905, 17.221, -4.925], [-7.903, 15.776, -4.975], [-8.709, 18.205, -2.166], [-9.849, 19.040, -3.195], [-8.214, 19.474, -3.355], [-13.925, 14.903, -10.045], [-13.418, 14.625, -8.646], [-12.642, 15.391, -8.084], [-13.764, 13.304, -8.013], [-13.414, 14.324, -10.816], [-13.829, 15.948, -10.322], [-14.978, 14.618, -10.058], [-13.104, 13.133, -7.164], [-13.815, 12.447, -8.681], [-14.742, 13.378, -7.526], [-7.871, 9.419, -8.989], [-6.436, 9.754, -9.361], [-6.153, 9.881, -10.537], [-5.496, 10.163, -8.277], [-8.305, 8.704, -9.685], [-8.405, 10.365, -8.944], [-7.796, 8.912, -8.023], [-5.091, 9.257, -7.818], [-5.990, 10.671, -7.448], [-4.732, 10.778, -8.745], [-6.147, 18.582, -7.536], [-7.564, 18.518, -8.132], [-8.464, 17.851, -7.682], [-7.801, 19.325, -9.402], [-5.467, 18.348, -8.356], [-6.083, 17.715, -6.877], [-5.946, 19.534, -7.053], [-7.527, 20.371, -9.257], [-8.892, 19.299, -9.419], [-7.326, 18.961, -10.310], [-11.045, 11.033, -9.148], [-11.559, 10.303, -7.939], [-12.323, 9.373, -8.082], [-10.996, 10.648, -6.580], [-10.342, 11.802, -8.822], [-11.837, 11.441, -9.773], [-10.423, 10.423, -9.803], [-11.123, 11.713, -6.376], [-9.917, 10.505, -6.683], [-11.454, 10.019, -5.822]], "forces_ev_per_a": [[0.249, -1.892, 0.005], [0.597, -0.611, -0.272], [-0.030, 0.617, 0.727], [0.046, 0.641, 0.400], [-1.014, 0.256, 0.059], [0.049, -0.063, -0.268], [0.856, 0.914, -0.484], [-0.111, -0.580, -0.024], [-1.039, 0.549, 0.364], [1.212, -0.262, -0.420], [0.382, -0.302, 0.295], [0.069, 0.719, -0.638], [0.420, -0.044, -0.233], [0.102, 0.008, 0.133], [-0.452, 0.241, -0.152], [0.036, -0.053, -0.128], [-0.234, -0.354, 0.200], [-0.367, 0.047, -0.578], [0.477, -0.957, -0.356], [1.250, 0.618, 0.051], [-1.650, -1.234, 0.574], [-0.075, 0.294, -0.058], [0.111, 0.508, -0.331], [-0.069, 0.327, 0.499], [-0.207, 0.282, 0.084], [0.392, -0.052, -0.322], [0.148, 0.202, -0.054], [-0.054, 0.004, 0.522], [-0.350, 1.181, 0.479], [-0.039, -0.053, 0.859], [0.221, -0.737, 0.171], [-0.814, -0.293, -0.048], [0.614, -0.600, -0.076], [0.159, 0.413, -0.013], [0.045, 0.094, 0.059], [0.031, 0.070, -0.009], [-0.084, 0.823, -0.047], [0.054, -0.044, -0.210], [0.216, -0.082, 0.394], [0.487, 0.778, 0.114], [0.755, -0.922, -0.767], [-1.041, 0.357, -0.861], [-1.463, 0.481, 0.106], [-0.243, -0.409, 0.033], [-0.012, 0.026, -0.126], [0.017, -0.132, 0.325], [0.411, -0.008, -0.073], [-0.074, -0.112, 0.078], [0.582, -0.439, -0.080], [-0.670, 0.137, 0.443], [1.441, -0.233, -0.515], [-0.496, 0.161, -0.077], [-0.369, 0.301, 0.852], [0.141, -0.280, 0.276], [-0.095, 0.012, 0.163], [-0.027, 0.003, -0.264], [0.300, -0.157, -0.319], [0.137, 0.158, -0.180], [-0.236, 0.123, -0.295], [1.186, -0.957, 0.570], [-1.191, 1.064, -1.376], [0.372, -0.343, 0.474], [0.151, -0.408, 0.207], [-0.072, 0.315, -0.234], [-0.119, -0.113, 0.202], [-0.617, 0.284, 0.242], [0.336, 0.013, -0.148], [-0.153, 0.201, -0.304], [0.209, -0.093, 0.332], [-1.339, -1.487, -0.356], [1.555, 0.831, -1.049], [-0.677, -0.616, 0.907], [-1.074, 0.270, 1.124], [0.199, 0.533, -0.016], [0.217, 0.359, 0.418], [0.123, -0.019, -0.073], [0.304, -0.062, 0.023], [0.002, 0.088, -0.932], [-0.008, -0.257, 0.134], [1.016, 0.803, 0.036], [-0.220, -1.131, -0.318], [-0.184, 0.270, 0.205], [-0.010, 0.268, -0.697], [-0.381, 0.351, -0.162], [-0.100, 0.045, 0.178], [-0.385, -0.558, 0.140], [-0.047, -0.015, 0.079], [0.056, -0.098, 0.362], [0.156, 0.025, 0.043]], "mulliken_charge": [1.469, -0.100, -0.111, -0.367, 0.003, 0.078, 0.461, -0.385, -0.703, -0.411, -0.830, -0.259, 0.453, 0.397, 0.428, 0.501, 0.338, -0.465, 0.393, -0.563, -0.270, -0.493, -0.318, 0.132, 0.427, 0.421, 0.384, 0.353, 0.583, -0.292, -0.828, -0.359, -1.063, -0.559, 0.412, 0.494, 0.405, 0.485, 0.780, -0.180, 0.545, -0.360, -1.509, 0.507, 0.162, -0.393, 0.377, 0.368, 0.337, -1.346, 0.731, -0.317, -0.839, 0.278, 0.334, 0.460, -0.127, 0.376, 0.458, -0.287, 0.509, -0.586, -0.355, 0.444, -0.363, 0.312, 0.372, -0.394, 0.367, -0.939, 0.649, -0.249, -1.119, 0.366, 0.078, 0.352, 0.408, 0.199, 0.310, -0.611, 0.696, -0.612, -0.044, -0.185, 0.311, 0.433, -0.420, 0.039, 0.439]}